C4H5FO2S | the ωB97M-V functional and the def2-TZVPD basis

The value obtained for the HOMO energy is -9.34 eV. As for the largest force on an atom: 0.026 Eh/bohr. As for the charge: 0. Its spin multiplicity is 1. For the energy relative to the best compared isomer or geometry (same formula, charge and spin), the calculation gives 48.4 kcal/mol. The calculation puts the HOMO-LUMO gap at 9.577 eV.

```
13
Properties=species:S:1:pos:R:3:nbo_charge:R:1
H -2.1158 1.6730 -1.5477 0.49
O -1.5085 1.0322 -1.1691 -0.91
H 0.6710 1.1488 0.7344 0.23
C 1.1424 0.2323 0.4069 -0.34
F 3.2232 1.2791 0.2104 -0.32
O -3.3793 0.1085 0.2850 -0.94
C 2.4366 0.2060 0.1056 0.29
H -1.6022 -1.8355 0.1718 0.24
H 0.8619 -1.8738 0.1351 0.22
H 2.9727 -0.6546 -0.2696 0.17
S -2.0106 0.5719 0.3732 1.48
C -1.0098 -0.9420 0.2891 -0.45
C 0.3186 -0.9460 0.2751 -0.16
```


C4H5FOS | the ωB97M-V functional and the def2-TZVPD basis

The value obtained for the HOMO energy is -8.93 eV. As for the largest force on an atom: 0.130 Eh/bohr. As for the charge: 0. Its spin multiplicity is 1. For the energy relative to the best compared isomer or geometry (same formula, charge and spin), the calculation gives 69.3 kcal/mol. Its SMILES is C/C=C(\F)C(O)=S. The calculation puts the HOMO-LUMO gap at 7.911 eV.

```
12
Properties=species:S:1:pos:R:3:nbo_charge:R:1
F 1.6462 -0.6206 -0.4750 -0.33
C 0.6218 0.3319 1.4836 -0.11
O -0.3675 -1.2963 -1.5820 -0.64
H 2.8197 0.0263 2.0065 0.26
H -0.4851 0.4718 2.0800 0.26
C -0.5952 -0.2832 -0.6385 0.19
H 1.8153 0.6114 3.4682 0.24
C 1.9031 0.4987 2.2584 -0.71
C 0.5368 -0.0342 0.1282 0.22
H 2.4008 1.4335 1.9413 0.26
S -1.9809 0.7455 -0.6408 -0.14
H -1.5324 -1.5940 -1.7026 0.51
```


C4H5FOS2 | the ωB97M-V functional and the def2-TZVPD basis

The value obtained for the HOMO energy is -9.56 eV. As for the largest force on an atom: 0.066 Eh/bohr. As for the charge: 0. Its spin multiplicity is 1. For the energy relative to the best compared isomer or geometry (same formula, charge and spin), the calculation gives 25.1 kcal/mol. The calculation puts the HOMO-LUMO gap at 9.663 eV.

```
13
Properties=species:S:1:pos:R:3:nbo_charge:R:1
H 1.0606 -0.6448 -1.6063 0.23
C -2.2221 -0.5718 -0.1273 0.26
C -0.3643 1.4451 0.5281 0.04
O -3.2544 -1.0208 -0.4892 -0.52
H 2.3113 -1.2982 -0.5298 0.23
H -0.0703 1.8101 1.5039 0.19
S -0.8389 -1.6387 0.2437 0.25
C 1.5493 -0.5263 -0.6420 -0.67
H 0.9503 -0.6257 1.4799 0.22
H 2.0534 0.4383 -0.6162 0.23
F 0.3172 2.0658 -0.4441 -0.34
S -2.0589 1.1900 0.2304 0.23
C 0.5667 -0.6231 0.4689 -0.33
```


C4H5FS | the ωB97M-V functional and the def2-TZVPD basis

The value obtained for the HOMO energy is -7.88 eV. As for the largest force on an atom: 0.112 Eh/bohr. As for the charge: 0. Its spin multiplicity is 1. For the energy relative to the best compared isomer or geometry (same formula, charge and spin), the calculation gives 39.2 kcal/mol. Its SMILES is FC1=CSCC1. The calculation puts the HOMO-LUMO gap at 8.760 eV.

```
11
Properties=species:S:1:pos:R:3:nbo_charge:R:1
C 0.9320 -0.4842 0.0862 0.36
H -0.9995 0.8433 1.3252 0.21
C -1.0773 0.7311 0.2313 -0.52
F 2.2178 -0.6504 0.1223 -0.31
H 0.9762 1.8431 -0.0802 0.22
H 0.6883 -2.6871 -0.0539 0.27
C 0.1497 -1.5773 -0.0597 -0.47
H 0.3879 0.8965 -1.2531 0.22
C 0.2692 0.8434 -0.2723 -0.47
H -2.0179 1.2737 -0.0067 0.25
S -1.5263 -1.0321 -0.0391 0.24
```


C4H5FS | the ωB97M-V functional and the def2-TZVPD basis

The value obtained for the HOMO energy is -8.89 eV. As for the largest force on an atom: 0.148 Eh/bohr. As for the charge: 0. Its spin multiplicity is 1. For the energy relative to the best compared isomer or geometry (same formula, charge and spin), the calculation gives 78.8 kcal/mol. Its SMILES is F[C@@H]1C[C@H]1C=S. The calculation puts the HOMO-LUMO gap at 7.945 eV.

```
11
Properties=species:S:1:pos:R:3:nbo_charge:R:1
S -2.8351 -1.6198 -0.3297 -0.02
F 0.9507 2.1541 -0.1381 -0.36
H 1.2317 -1.1108 -0.0446 0.21
H -0.7543 1.0018 -0.9452 0.26
H 0.9800 0.7058 1.5725 0.22
H -0.7744 -1.6205 1.1357 0.21
C -1.4119 -0.8804 0.4349 -0.22
C -0.5690 0.3066 -0.1010 -0.36
C 0.7852 0.8871 0.4687 0.18
C 0.9745 -0.0149 -0.5576 -0.38
H 1.4227 0.1910 -1.4956 0.25
```


C4H5I | the ωB97M-V functional and the def2-TZVPD basis

The value obtained for the HOMO energy (spin up / spin down) is -8.96 / -8.96 eV. As for the largest force on an atom: 0.042 Eh/bohr. As for the charge: 0. Its spin multiplicity is 1. For the energy relative to the best compared isomer or geometry (same formula, charge and spin), the calculation gives 128.3 kcal/mol. The calculation puts the HOMO-LUMO gap (spin up / spin down) at 7.562 / 7.561 eV.

```
10
Properties=species:S:1:pos:R:3:nbo_charge:R:1
C -1.5274 0.1393 -1.5326 -0.28
H -0.1873 -1.6539 -0.2072 0.24
H 2.4656 0.0952 -0.5413 0.22
I -3.0366 -0.2189 -0.0792 0.15
H 0.0186 1.0852 0.9432 0.17
C 1.5818 -0.2037 -0.0802 -0.15
C 0.4860 -0.8610 0.0079 -0.18
H -1.4626 1.3407 -1.4888 0.10
C 0.6498 0.2249 0.9960 -0.45
H 1.0122 0.0523 1.9821 0.17
```


Which formula does entry 2 have? C4H5FOS


Among the records above, which one has the highest largest force on an atom? number 5